(1)
Density functional theory data (wB97M-V/def2-TZVPD) for a structure of composition C6H28AgBN12O6 in a non-equilibrium geometry.

Each line ends with the Löwdin charge.
Geometry (Å):
Ag (0.30727, 1.54233, 0.61388)  1.2012
B (-0.18769, -0.58518, -0.39407)  -0.4534
H (-0.22881, -1.58053, -0.80861)  -0.0559
H (-1.12654, -0.05663, -0.45272)  -0.0394
H (0.02208, -0.71171, 0.65675)  -0.0264
H (0.64681, -0.06709, -0.84064)  -0.0536
C (-0.95437, 2.61645, -2.33911)  -0.7367
O (-0.28416, 2.32937, -1.35657)  -0.0497
N (-2.03835, 1.96511, -2.69036)  0.2048
N (-0.70954, 3.58991, -3.13895)  0.2092
H (-2.26395, 1.27609, -1.98719)  0.1123
H (-2.68655, 2.21375, -3.42392)  0.1346
H (0.22640, 3.96546, -3.19450)  0.1431
H (-1.42342, 3.81451, -3.81721)  0.1341
C (2.09679, -0.20776, 3.05912)  -0.7436
O (1.33752, 0.65257, 2.63705)  -0.0165
N (2.02560, -1.47833, 2.71822)  0.1927
N (3.01754, -0.04529, 3.91165)  0.2047
H (2.57663, -2.17788, 3.19476)  0.1262
H (1.32560, -1.82106, 2.07585)  0.0860
H (3.59963, -0.76106, 4.32267)  0.1404
H (3.25159, 0.88629, 4.22387)  0.1421
C (2.99224, 1.15805, -1.30294)  -0.7679
O (2.31807, 1.31369, -0.31800)  0.0090
N (2.64339, 0.68346, -2.43937)  0.2274
N (4.20222, 1.53945, -1.30141)  0.2139
H (1.68102, 0.38341, -2.50195)  0.1197
H (3.38551, 0.53155, -3.10741)  0.1413
H (4.79148, 1.42323, -2.11342)  0.1390
H (4.65893, 1.74228, -0.42370)  0.1475
C (-3.03338, -3.02868, 0.45234)  -0.5490
O (-4.05667, -3.74210, 0.54047)  0.3719
N (-2.88647, -1.97777, 1.24190)  0.2546
N (-2.11554, -2.98795, -0.44403)  0.2463
H (-3.75758, -1.70764, 1.67583)  0.1493
H (-2.20711, -1.29983, 0.92732)  0.0980
H (-2.30175, -3.63161, -1.19977)  0.1662
H (-1.45608, -2.26396, -0.69110)  0.0514
C (-2.74106, 2.81914, 1.38271)  -0.7385
O (-1.82733, 2.01718, 1.17646)  -0.0505
N (-3.50595, 2.76397, 2.41689)  0.2090
N (-2.97876, 3.82161, 0.62613)  0.2148
H (-4.12390, 3.54245, 2.59638)  0.1352
H (-3.35962, 2.08250, 3.14783)  0.1409
H (-3.79758, 4.38058, 0.81897)  0.1378
H (-2.40451, 4.03484, -0.17690)  0.1297
C (1.63049, -4.15427, -0.51837)  -0.7930
O (2.25391, -5.19021, -0.42623)  0.0732
N (0.72138, -3.73291, 0.27932)  0.1489
N (1.87550, -3.15412, -1.31569)  0.1719
H (0.21662, -2.94332, -0.09733)  0.0224
H (0.67135, -4.17758, 1.18478)  0.1381
H (1.29671, -2.34346, -1.14854)  0.0533
H (2.68418, -3.26147, -1.91118)  0.1319

Properties
ΔE to the lowest compared entry with this formula, charge and spin, kJ/mol: 67.2
Total energy, eV: -41499.413
Total charge: +2
LUMO (spin up / spin down), eV: -4.8 / -10.5
Multiplicity: 3

(2)
Density functional theory data (wB97M-V/def2-TZVPD) for a structure of composition C6H28BCrI2O6 in a non-equilibrium geometry.

Each line ends with the Löwdin charge.
Geometry (Å):
Cr (-25.45967, -13.00517, 20.40205)  0.2752
B (-23.40368, -12.76285, 19.84157)  -0.5389
H (-23.95690, -11.81051, 20.14084)  -0.0280
H (-22.34990, -12.52119, 19.45407)  0.0345
H (-23.35788, -13.51960, 20.72702)  -0.0257
H (-23.96173, -13.28936, 18.98953)  -0.0561
I (-26.61430, -13.27048, 17.77582)  0.2299
I (-24.91344, -12.81847, 23.13838)  0.2742
C (-19.60656, -14.36327, 19.61218)  -0.1580
O (-20.23261, -13.42498, 20.45925)  -0.1433
H (-20.24030, -15.17610, 19.25590)  0.0791
H (-19.14137, -13.88172, 18.74100)  0.0781
H (-18.73931, -14.78121, 20.12955)  0.0773
H (-21.13583, -13.28759, 20.11918)  -0.0003
C (-27.04951, -10.19705, 19.78751)  -0.1195
O (-25.92498, -10.84734, 20.38286)  -0.2934
H (-27.62840, -10.86352, 19.15808)  0.0086
H (-27.70304, -9.82313, 20.58082)  0.0909
H (-26.68492, -9.31280, 19.26744)  0.0891
H (-25.08944, -10.31647, 20.29177)  0.0472
C (-20.13254, -10.01406, 21.63091)  -0.1062
O (-21.29459, -10.64231, 21.05625)  -0.1552
H (-20.00666, -10.42891, 22.63333)  0.0845
H (-19.26644, -10.23202, 21.00460)  0.0810
H (-20.32501, -8.94718, 21.69922)  0.0766
H (-21.18041, -11.59667, 21.12702)  0.0414
C (-23.86594, -7.94320, 20.11707)  -0.1014
O (-23.72471, -9.36708, 20.12905)  -0.1463
H (-23.57734, -7.55423, 21.09391)  0.0863
H (-23.19827, -7.56399, 19.33827)  0.0858
H (-24.85732, -7.58793, 19.84934)  0.0764
H (-22.79457, -9.59253, 20.28748)  0.0674
C (-23.01936, -13.25466, 15.70830)  -0.1477
O (-22.85941, -14.25645, 14.68968)  -0.1342
H (-22.78146, -13.68918, 16.67935)  0.0642
H (-22.36844, -12.41020, 15.47931)  0.0796
H (-24.06806, -12.94930, 15.72108)  0.0330
H (-22.38288, -13.85947, 13.96075)  0.0602
C (-24.69100, -16.11308, 20.36790)  -0.0472
O (-25.64262, -15.03801, 20.60977)  -0.3171
H (-23.74457, -15.67787, 20.06268)  0.0821
H (-24.55538, -16.65841, 21.30047)  0.1002
H (-25.04780, -16.76764, 19.57520)  0.1016
H (-26.47859, -15.52144, 20.62276)  0.1142

Properties
Total energy, eV: -64257.424
Total charge: 0
LUMO (spin up / spin down), eV: -2.7 / -0.5
Multiplicity: 4

(3)
Density functional theory data (wB97M-V/def2-TZVPD) for a cluster of 8 separate species, C6H28O11 in total in a non-equilibrium geometry.

Each line ends with the Löwdin charge.
Geometry (Å):
O (-13.98291, -13.95671, 24.59377)  -0.0750
C (-13.03443, -14.84852, 25.15988)  -0.2298
C (-13.84310, -15.84580, 25.97226)  -0.2223
O (-12.95724, -16.71172, 26.73068)  -0.1002
H (-14.64850, -14.54617, 24.16796)  0.0935
H (-12.60095, -15.48627, 24.37418)  0.1285
H (-12.37578, -14.24187, 25.80180)  0.1404
H (-14.52737, -16.44981, 25.38252)  0.1113
H (-14.51885, -15.34249, 26.69098)  0.1300
H (-12.47403, -16.25352, 27.44798)  0.1211
O (-14.58337, -20.48697, 23.41194)  -0.0536
C (-13.73854, -19.39930, 23.57804)  -0.2732
C (-12.75857, -19.79521, 24.59583)  -0.1485
O (-12.08206, -18.52738, 24.88800)  -0.1223
H (-14.16659, -21.22503, 23.01138)  0.0259
H (-13.33306, -19.03531, 22.64599)  0.1025
H (-14.40321, -18.55471, 23.81051)  0.1265
H (-12.10785, -20.47334, 24.12483)  0.1133
H (-13.20742, -20.28767, 25.44986)  0.1393
H (-12.57402, -17.98546, 25.53308)  0.0576
O (-13.49500, -22.45133, 21.89658)  -0.0633
C (-13.71843, -22.38443, 20.50590)  -0.2075
C (-13.85936, -20.99384, 19.96783)  -0.2528
O (-13.90804, -20.99240, 18.55956)  -0.0871
H (-12.64442, -22.84569, 22.03157)  0.0943
H (-12.91110, -22.91684, 20.02151)  0.1278
H (-14.61601, -23.01586, 20.34949)  0.1371
H (-12.97772, -20.39217, 20.11184)  0.1179
H (-14.72516, -20.42418, 20.20158)  0.1049
H (-13.84790, -20.03845, 18.24719)  0.1309
O (-10.59997, -18.21800, 22.83222)  -0.0161
H (-11.24466, -18.39226, 23.47015)  -0.0665
H (-10.56911, -19.01874, 22.30942)  0.0460
O (-14.95137, -17.33582, 21.22186)  -0.0497
H (-15.70086, -17.90184, 21.51639)  -0.0027
H (-15.00014, -16.61236, 21.80710)  0.0249
O (-9.94485, -17.67480, 26.77893)  -0.0729
H (-10.60234, -18.11755, 26.18108)  0.0182
H (-9.19112, -18.24128, 26.63657)  0.0230
O (-12.34970, -17.32570, 20.60084)  -0.0518
H (-12.04560, -17.69732, 21.40433)  -0.0501
H (-13.28375, -17.23712, 20.77975)  -0.0414
O (-16.76072, -18.98343, 22.09052)  -0.0163
H (-16.15954, -19.58498, 22.51591)  0.0142
H (-17.18356, -19.55298, 21.44493)  0.0738

Properties
ΔE to the lowest compared entry with this formula, charge and spin, kJ/mol: 504.3
Total energy, eV: -29196.369
Total charge: 0
LUMO, eV: 0.1